ORCA calculation (the ωB97M-V functional and the def2-TZVPD basis) on an isolated ion of composition C7H12NO2 and charge +1 at a distorted geometry.

Each line ends with the Mulliken spin population.
Element x y z (Å)
O (-1.19384, 1.70691, -0.89644)  0.5247
O (-3.09867, 0.46242, -0.13735)  0.1583
N (1.25014, 0.48185, 0.18113)  0.3280
C (-2.20910, -0.61509, -0.64908)  0.0635
C (-1.95869, 0.81771, -0.67306)  0.1296
C (0.67814, -0.49774, 0.75755)  0.5306
C (-0.07919, -1.74929, 0.22973)  -0.0401
C (1.54694, 1.65100, 0.94071)  -0.0010
C (-1.56995, -1.38209, 0.53607)  0.1299
C (1.63105, 0.44757, -1.27808)  0.0123
H (1.69707, 1.55927, 1.95801)  0.0158
H (0.28184, -1.82764, -0.70807)  0.0055
H (1.56916, 1.45935, -1.51335)  0.0021
H (0.85050, -0.05463, -1.99113)  0.0051
H (0.37760, -2.47351, 0.87912)  0.0234
H (0.63746, -0.22570, 1.75761)  0.0568
H (-2.02919, -2.39090, 0.75082)  0.0442
H (-1.76388, -0.77983, 1.34373)  -0.0270
H (-2.59128, -1.08517, -1.43418)  0.0145
H (2.55163, 2.00513, 0.51873)  0.0047
H (2.59923, 0.14601, -1.24361)  -0.0048
H (0.82302, 2.34437, 0.67113)  0.0237

Output
Total energy = -13023.1030 eV
Gap between HOMO and LUMO (spin up / spin down) = 4.817 / 4.660 eV
Highest occupied orbital energy (spin up / spin down) = -9.01 / -14.12 eV
Net charge = +1
Multiplicity = 3

ORCA calculation (the ωB97M-V functional and the def2-TZVPD basis) on an isolated ion of composition C7H12NO3 and charge +1 at a distorted geometry.

Each line ends with the Löwdin charge.
Element x y z (Å)
O (4.19490, 0.40587, 0.35684)  0.2450
O (2.46272, -0.49166, -0.60190)  0.1491
O (0.91551, -1.54605, -1.87619)  0.2202
N (0.27776, -0.15162, -0.19905)  0.2280
C (2.09457, 1.28938, 0.93513)  0.4369
C (-1.55233, -0.35781, 1.52781)  0.0123
C (-1.91703, -1.07050, -0.94959)  -0.0228
C (2.93373, 0.37884, 0.35255)  -0.4212
C (-1.56020, 1.36022, -0.34337)  -0.0167
C (1.13883, -0.69276, -0.91249)  -0.4096
C (-1.13633, -0.12696, 0.02325)  -0.5279
H (1.76163, 1.61690, 1.86742)  0.0698
H (-1.66534, -0.97006, -2.03133)  0.0964
H (-2.60515, -0.44341, 1.58793)  0.0810
H (-1.01778, -1.18808, 1.86606)  0.0663
H (-2.98465, -0.77722, -0.84351)  0.1007
H (-2.52827, 1.67599, -0.36832)  0.0607
H (1.78595, -1.89028, -2.07076)  0.1479
H (-1.04960, 1.68249, -1.20312)  0.0721
H (-1.72444, -2.09981, -0.58915)  0.0950
H (-1.30794, 0.62967, 1.92911)  0.0786
H (-1.13770, 1.99414, 0.41033)  0.0646
H (4.62116, 0.77270, 1.13235)  0.1738

Output
Total energy = -15074.1270 eV
Gap between HOMO and LUMO (spin up / spin down) = 7.552 / 7.546 eV
Highest occupied orbital energy (spin up / spin down) = -14.18 / -14.18 eV
Net charge = +1
Multiplicity = 1

ORCA calculation (the ωB97M-V functional and the def2-TZVPD basis) on an isolated ion of composition C7H12NOS and charge +1 at a distorted geometry.

Each line ends with the Mulliken spin population.
Element x y z (Å)
S (2.59992, -0.40182, -0.69107)  0.3119
O (-1.71278, 0.27205, -1.30421)  0.1848
N (0.76287, 1.78177, 0.87841)  0.6056
C (1.38946, 0.66070, -1.00823)  0.7045
C (0.23813, 0.78851, 0.09588)  -0.0199
C (-1.95938, -0.95653, -0.56503)  0.0118
C (0.23100, -0.59439, 0.69854)  0.0524
C (1.70671, -0.96821, 0.85916)  0.0264
C (-1.17204, 1.24185, -0.59113)  0.1104
C (-0.55325, -1.60462, -0.17542)  0.0501
H (-0.82261, -2.43114, 0.38015)  -0.0012
H (-2.52669, -0.62075, 0.32127)  -0.0013
H (0.15017, 2.48744, 1.24003)  -0.0144
H (1.41307, 1.25073, -1.83533)  -0.0159
H (0.02510, -1.82594, -1.17405)  0.0037
H (-1.77715, 1.40119, 0.30675)  0.0014
H (-2.43673, -1.66973, -1.34308)  0.0028
H (1.70390, 2.20570, 0.76358)  -0.0300
H (-0.15353, -0.61128, 1.73807)  0.0011
H (1.92443, -2.06829, 0.95939)  0.0007
H (-1.20475, 2.07201, -1.27126)  -0.0025
H (2.17415, -0.40925, 1.71759)  0.0176

Output
Total energy = -21815.0344 eV
Gap between HOMO and LUMO (spin up / spin down) = 8.087 / 6.021 eV
Highest occupied orbital energy (spin up / spin down) = -10.84 / -14.06 eV
Net charge = +1
Multiplicity = 3

ORCA calculation (the ωB97M-V functional and the def2-TZVPD basis) on an isolated ion of composition C7H12NS and charge +1 at a distorted geometry.

Each line ends with the Löwdin charge.
Element x y z (Å)
S (-2.35336, -0.94054, 2.09440)  0.9028
N (0.42176, 0.07597, -0.93570)  -0.3529
C (-1.18333, -0.49134, 3.78762)  -0.2419
C (-1.51395, -0.39595, 0.61357)  -0.5458
C (-0.50538, 0.34186, -2.08616)  0.0106
C (1.34038, 1.28218, -0.69575)  0.0300
C (-0.29873, -0.17763, 0.31309)  -0.1083
C (-0.23121, 0.24018, 3.68047)  0.1675
C (1.20542, -1.13257, -1.24179)  0.0208
H (0.10861, 0.46398, -2.97671)  0.1118
H (-1.09328, 1.19351, -2.00023)  0.0959
H (2.27985, 0.82417, -0.36833)  0.0957
H (0.51505, 0.97646, 3.38372)  0.0804
H (1.52280, 1.88657, -1.68877)  0.1480
H (2.14634, -1.13212, -0.73425)  0.1083
H (-1.85036, -0.96748, 4.37931)  0.0227
H (0.61874, -1.96800, -1.01933)  0.1057
H (-2.43071, -0.54421, -0.02485)  0.0857
H (1.43459, -1.05029, -2.22808)  0.0783
H (0.98879, 2.00484, 0.00974)  0.0874
H (-1.12201, -0.48957, -2.26196)  0.0972

Output
Total energy = -19763.8955 eV
Gap between HOMO and LUMO (spin up / spin down) = 5.812 / 5.815 eV
Highest occupied orbital energy (spin up / spin down) = -11.76 / -11.77 eV
Net charge = +1
Multiplicity = 1

ORCA calculation (the ωB97M-V functional and the def2-TZVPD basis) on one molecule with the formula C7H12O at a distorted geometry.

Each line ends with the Löwdin charge.
Element x y z (Å)
O (1.22057, -1.80987, 0.07544)  0.0658
C (-0.41897, 1.49400, 0.63370)  -0.0801
C (3.35939, -0.12027, -0.49958)  0.0617
C (-2.65550, -0.70515, -0.12513)  -0.1103
C (-1.20139, -0.63820, -0.57484)  -0.2027
C (1.04729, -0.60233, 0.12054)  -0.4017
C (-0.27151, -0.01392, 0.57585)  -0.2822
C (2.18073, 0.33950, -0.09437)  -0.0816
H (3.48070, -1.16741, -0.72867)  0.0705
H (2.05105, 1.38131, 0.15146)  0.0870
H (-3.05457, 0.28527, 0.08519)  0.0619
H (-1.11658, -0.00484, -1.46107)  0.1139
H (-0.14260, 1.96212, -0.30915)  0.0834
H (-0.51582, -0.47069, 1.54210)  0.1506
H (-1.46387, 1.74200, 0.81537)  0.0733
H (-0.90064, -1.64293, -0.87584)  0.1029
H (0.19638, 1.92103, 1.42331)  0.0804
H (4.21958, 0.51908, -0.61603)  0.0616
H (-2.74787, -1.31808, 0.76945)  0.0760
H (-3.26638, -1.15060, -0.90773)  0.0696

Output
Total energy = -9500.1720 eV
Gap between HOMO and LUMO = 9.853 eV
Highest occupied orbital energy = -9.52 eV
SMILES string = C=CC(=O)[C@@H](C)CC
Multiplicity = 1

ORCA calculation (the ωB97M-V functional and the def2-TZVPD basis) on a 2-piece molecular cluster, C7H12O overall at a distorted geometry.

Each line ends with the Löwdin charge.
Element x y z (Å)
O (-1.19673, 2.99550, 1.82593)  -0.0598
C (0.63259, -2.84989, 0.44912)  0.0336
C (0.57988, -0.54129, -0.21567)  -0.0868
C (1.55750, 2.09093, -1.37797)  -0.0004
C (-0.07371, -1.72803, 0.37412)  -0.3610
C (-0.06849, 0.27777, -1.04563)  -0.1188
C (-1.46818, -1.60114, 0.96782)  -0.0538
C (0.51537, 1.37872, -1.82037)  -0.1774
H (-1.63248, -0.53377, 1.12887)  0.0665
H (-0.84189, 3.16869, 0.94807)  0.0230
H (0.12992, 1.65881, -2.79407)  0.0934
H (2.00971, 2.86357, -1.98356)  0.0522
H (-2.27497, -1.97270, 0.33844)  0.0802
H (1.90010, 1.91041, -0.36508)  0.0553
H (1.57919, -0.33759, 0.15512)  0.1155
H (-0.76096, 2.16935, 2.06444)  0.0248
H (-1.49015, -2.11002, 1.92722)  0.0767
H (0.34534, -3.83730, 0.80376)  0.0630
H (1.61612, -2.97559, -0.00428)  0.0628
H (-1.05817, -0.02646, -1.37628)  0.1112

Output
Total energy = -9498.9979 eV
Gap between HOMO and LUMO = 9.110 eV
Highest occupied orbital energy = -8.67 eV
SMILES string = C=C/C=C/C(=C)C.O
Multiplicity = 1

ORCA calculation (the ωB97M-V functional and the def2-TZVPD basis) on one molecule with the formula C7H12O at a distorted geometry.

Each line ends with the Löwdin charge.
Element x y z (Å)
O (0.51290, -2.91377, 1.90254)  -0.0858
C (-0.54461, 0.97229, -0.47303)  -0.3212
C (-1.73982, 0.91176, -1.09033)  0.0711
C (-0.07673, 2.35151, -0.05213)  -0.2314
C (0.16508, -0.21371, -0.05570)  -0.0757
C (0.66508, -2.55092, 0.52204)  -0.2608
C (1.01457, 2.93691, -0.96106)  -0.0960
C (-0.28004, -1.46524, 0.09434)  -0.0736
H (0.68074, -3.46581, -0.06554)  0.1089
H (1.65676, 3.61747, -0.41577)  0.0635
H (-0.39788, -3.13712, 2.15195)  0.0845
H (-1.32938, -1.74141, 0.04671)  0.1079
H (-2.14733, -0.08340, -1.24053)  0.0575
H (-2.27725, 1.78294, -1.42662)  0.0646
H (1.62965, 2.12538, -1.36254)  0.0716
H (1.70046, -2.18518, 0.51705)  0.1130
H (1.17612, -0.11496, 0.34359)  0.1201
H (0.56413, 3.41661, -1.83098)  0.0713
H (-0.93809, 3.02014, 0.00929)  0.1008
H (0.28609, 2.38364, 0.98175)  0.1100

Output
Total energy = -9499.2997 eV
Gap between HOMO and LUMO = 9.346 eV
Highest occupied orbital energy = -8.71 eV
SMILES string = C=C(/C=C/CO)CC
Multiplicity = 1

ORCA calculation (the ωB97M-V functional and the def2-TZVPD basis) on one molecule with the formula C7H12O at a distorted geometry.

Each line ends with the Löwdin charge.
Element x y z (Å)
O (-1.34699, -1.16992, -0.51006)  -0.0259
C (0.61923, -1.94270, 0.73966)  -0.0068
C (1.81425, 0.71763, 0.49456)  -0.0552
C (-0.37131, -1.21860, -1.50572)  -0.0829
C (-0.46428, 1.59801, 0.20710)  -0.1042
C (-0.03583, -0.87033, -0.11082)  -0.4588
C (0.34679, 0.54440, 0.20459)  -0.2399
C (-1.93388, 1.65749, -0.04274)  -0.0829
H (2.41582, 0.30134, -0.31754)  0.0884
H (-0.42925, -0.43671, -2.25581)  0.1234
H (-2.36669, 0.68206, -0.16780)  0.0562
H (0.44871, -1.73403, 1.79515)  0.0917
H (2.09252, 0.20999, 1.42045)  0.0781
H (1.68670, -1.99319, 0.54857)  0.0803
H (-2.13037, 2.27359, -0.93965)  0.0845
H (2.05386, 1.77508, 0.59881)  0.0766
H (-0.01740, 2.56223, 0.42528)  0.1020
H (0.17261, -2.90562, 0.50558)  0.0883
H (-0.13490, -2.20577, -1.88419)  0.1148
H (-2.41958, 2.15504, 0.79457)  0.0724

Output
Total energy = -9499.5200 eV
Gap between HOMO and LUMO = 9.857 eV
Highest occupied orbital energy = -8.87 eV
SMILES string = C/C=C(/C)[C@]1(C)CO1
Multiplicity = 1

ORCA calculation (the ωB97M-V functional and the def2-TZVPD basis) on C7H12O2 as an isolated structure at a distorted geometry.

Each line ends with the Löwdin charge.
Element x y z (Å)
O (2.08069, -0.59656, 1.00170)  -0.0549
O (0.89389, 1.67657, 0.15690)  0.0398
C (0.72429, 0.55305, -0.61381)  -0.3926
C (-2.25711, 0.46818, 0.37635)  -0.0852
C (0.05890, 0.58078, -1.79041)  0.0504
C (1.81301, -0.48808, -0.26505)  -0.4426
C (-1.08081, -0.40939, 0.67344)  -0.1725
C (2.24124, -1.32583, -1.23628)  0.0589
C (-0.45057, -0.35928, 1.92978)  -0.0659
H (-3.15249, 0.01233, 0.80049)  0.0912
H (0.29254, 2.36888, -0.14084)  0.1111
H (-2.41899, 0.58635, -0.69624)  0.0697
H (-0.33712, 1.50071, -2.20047)  0.0738
H (-1.02958, -1.34431, 0.12624)  0.1236
H (-0.72426, 0.47387, 2.56700)  0.0830
H (2.01396, -1.13693, -2.27025)  0.0437
H (-0.11316, -0.32499, -2.34471)  0.0716
H (-0.37790, -1.31899, 2.43456)  0.0964
H (-2.14438, 1.45442, 0.82537)  0.0851
H (2.96338, -2.08875, -0.98926)  0.0559
H (1.00447, -0.28203, 1.65549)  0.1595

Output
Total energy = -11544.1421 eV
Gap between HOMO and LUMO (spin up / spin down) = 7.380 / 7.379 eV
Highest occupied orbital energy (spin up / spin down) = -7.78 / -7.78 eV
Multiplicity = 1

ORCA calculation (the ωB97M-V functional and the def2-TZVPD basis) on a 2-piece molecular cluster, C7H12O2 overall at a distorted geometry.

Each line ends with the Löwdin charge.
Element x y z (Å)
O (0.34775, 1.42690, -1.53490)  -0.0687
O (2.37168, -0.64496, -1.32379)  0.0634
C (-0.24122, 0.46856, 0.65471)  -0.4283
C (1.81762, -1.65724, -0.97539)  -0.2924
C (-0.09756, 0.71562, 2.15078)  -0.0763
C (0.58025, -2.14204, -1.50075)  -0.0644
C (0.36513, 1.63316, -0.14474)  -0.2569
C (-1.69797, 0.26605, 0.25440)  -0.0757
C (-0.45816, -2.53983, -1.95557)  0.1807
H (0.95131, 0.78730, 2.43265)  0.0756
H (-1.77298, 0.18925, -0.82783)  0.0685
H (-1.36963, -2.89361, -2.34047)  0.0399
H (-2.29966, 1.11129, 0.58250)  0.0809
H (-0.59376, 1.64681, 2.42919)  0.0816
H (0.31284, -0.44468, 0.40424)  0.0917
H (-0.55347, -0.09283, 2.71544)  0.0752
H (1.03162, 0.77843, -1.75416)  0.0493
H (1.38838, 1.82199, 0.20558)  0.1218
H (-0.23132, 2.53484, 0.02938)  0.1265
H (-2.09782, -0.64245, 0.70007)  0.0753
H (2.24697, -2.32257, -0.20133)  0.1324

Output
Total energy = -11545.8903 eV
Gap between HOMO and LUMO = 9.261 eV
Highest occupied orbital energy = -9.75 eV
SMILES string = CC(C)CO.C#CC=O
Multiplicity = 1

ORCA calculation (the ωB97M-V functional and the def2-TZVPD basis) on C7H12O3 as an isolated structure at a distorted geometry.

Each line ends with the Löwdin charge.
Element x y z (Å)
O (-0.87144, 1.38402, -1.60949)  0.0907
O (1.47061, 0.69552, 2.00652)  0.0025
O (1.71842, -0.13806, -0.09890)  -0.0363
C (1.07093, -1.49671, -1.99823)  -0.0140
C (-0.81079, -0.06113, 1.08653)  -0.2242
C (-0.35754, 0.44871, -1.02429)  -0.3657
C (1.03719, -0.12339, -1.35211)  -0.3034
C (-1.59027, 1.03251, 1.75686)  -0.0631
C (-1.33650, -0.57560, -0.17703)  -0.0646
C (0.95212, 0.70760, 0.72581)  -0.3100
H (-2.50257, 0.62491, 2.19355)  0.0856
H (-1.00768, 1.48405, 2.55402)  0.0786
H (-0.40670, -0.81850, 1.75120)  0.1284
H (2.20114, 0.06810, 2.06225)  0.1107
H (1.50432, 0.61617, -2.01708)  0.1558
H (-2.35199, -0.28016, -0.42192)  0.1177
H (-1.09984, -1.61164, -0.39404)  0.0993
H (0.96136, 1.76557, 0.40581)  0.1624
H (0.43723, -1.51132, -2.88501)  0.0959
H (0.74479, -2.26772, -1.29906)  0.0799
H (-1.85639, 1.79093, 1.02148)  0.0870
H (2.09361, -1.73387, -2.28688)  0.0868

Output
Total energy = -13593.4792 eV
Gap between HOMO and LUMO = 9.297 eV
Highest occupied orbital energy = -8.43 eV
Multiplicity = 1

ORCA calculation (the ωB97M-V functional and the def2-TZVPD basis) on C7H12O3 as an isolated structure at a distorted geometry.

Each line ends with the Löwdin charge.
Element x y z (Å)
O (1.32866, -2.53939, 0.16088)  -0.4267
O (1.36101, 1.24845, 2.51097)  -0.0301
O (-1.08679, -0.55235, -2.19025)  0.0146
C (-0.96876, 2.04866, 0.19768)  -0.0135
C (0.24065, 0.55440, 2.00814)  -0.1891
C (-1.45999, 0.65526, -0.13906)  -0.0102
C (0.73296, 0.46858, -0.62469)  0.0186
C (-0.05836, 0.96105, 0.59322)  -0.2822
C (-0.61232, 0.01105, -1.11030)  -0.2195
C (-0.27950, -1.73692, -2.04374)  -0.0982
H (1.23698, 1.24732, -1.21086)  0.1447
H (0.49244, -0.51337, 2.04406)  0.1320
H (1.38290, -0.40249, -0.39538)  0.1191
H (0.41087, -2.22771, -1.00556)  0.1025
H (-0.68788, 2.71920, -0.61725)  0.1262
H (0.56783, -1.63298, -2.73110)  0.0918
H (1.14455, 2.18177, 2.59968)  0.0903
H (1.77422, -3.37271, 0.33125)  -0.0889
H (-0.93295, -2.58336, -2.26864)  0.0945
H (-1.54873, 2.50742, 0.99922)  0.1295
H (-2.38744, 0.24197, 0.25623)  0.1621
H (-0.65035, 0.71618, 2.63548)  0.1324

Output
Total energy = -13589.2227 eV
Gap between HOMO and LUMO = 6.861 eV
Highest occupied orbital energy = -7.65 eV
Multiplicity = 1